16
Properties=species:S:1:pos:R:3:forces:R:3:nbo_charge:R:1 method="wB97M-V/def2-TZVPD" charge=0 e_lumo_ev=0.0696 largest_force_ev_per_a=0.6 homo_energy_ev=-8.51
C -1.2773 -1.1733 -0.9878 0.02 0.02 -0.01 -0.8382
C 0.2969 1.0630 -0.2413 -0.06 0.12 0.41 0.1993
C -0.8416 1.6457 0.5079 -0.07 -0.07 -0.05 -0.7876
C 1.1634 0.2397 0.6367 -0.18 0.16 -0.12 -0.7058
C 1.9343 -0.8811 -0.0198 0.32 -0.41 -0.22 0.4528
O 1.9397 -1.1785 -1.1818 -0.16 0.23 0.11 -0.4929
H -2.3117 -0.8904 -1.1994 0.15 -0.05 0.03 0.2144
H -1.1729 -1.4018 0.0783 -0.02 0.03 -0.20 0.1994
H -0.9890 -2.0427 -1.5819 -0.08 0.09 0.10 0.2283
H -0.6085 -0.3424 -1.2761 -0.17 -0.23 -0.03 0.2316
H -0.4726 2.6512 0.7775 0.00 -0.10 -0.04 0.2743
H -1.7039 1.8245 -0.1417 0.13 0.04 0.08 0.2445
H -1.1591 1.1359 1.4340 0.09 0.08 -0.13 0.1841
H 1.9362 0.9785 0.9272 -0.08 -0.05 0.05 0.2941
H 0.7289 -0.1450 1.5822 0.08 0.10 -0.16 0.1984
H 2.5373 -1.4833 0.6861 0.02 0.04 0.18 0.1033

11
Properties=species:S:1:pos:R:3:forces:R:3:lowdin_spin:R:1 method="wB97M-V/def2-TZVPD" charge=+1 spin_multiplicity=3 e_lumo_ev="-3.3462 / -9.4739" largest_force_ev_per_a=6.4 s_squared=2.01 homo_energy_ev="-12.33 / -17.58"
C 0.6513 0.1085 0.0004 4.25 -4.72 -0.01 0.5597
C -1.1685 0.0438 0.0002 0.86 0.03 0.00 0.2358
C 2.0713 0.0127 -0.0005 0.77 -0.61 0.02 0.0963
N -0.2501 1.0659 0.0006 -4.54 3.07 0.00 0.6208
N -2.4452 -0.0206 -0.0005 -2.29 -0.02 0.00 0.2023
O -0.2733 -0.9806 0.0006 0.42 1.91 0.00 0.2126
H 2.4057 -0.5646 0.8705 0.17 0.19 0.11 0.0338
H 2.5246 1.0017 -0.0104 -0.01 -0.05 0.00 -0.0018
H 2.4041 -0.5839 -0.8586 0.16 0.19 -0.12 0.0329
H -2.9949 0.8363 -0.0013 0.11 -0.27 0.00 0.0031
H -2.9250 -0.9191 -0.0010 0.10 0.29 0.00 0.0046

19
Properties=species:S:1:pos:R:3:forces:R:3:nbo_charge:R:1 method="wB97M-V/def2-TZVPD" charge=+1 e_lumo_ev=-3.7035 largest_force_ev_per_a=4.5 homo_energy_ev=-13.51
C -2.1823 1.5687 0.2298 -1.84 0.86 -0.44 -0.2245
C -2.4980 0.3027 0.0731 3.35 -0.06 -0.33 -0.3786
C -1.4698 -0.7396 -0.1569 0.20 0.97 1.76 0.8023
C 1.0892 0.4773 -0.2146 -0.67 2.17 1.73 0.3359
N 2.3655 -0.0892 -0.2539 3.20 1.11 1.17 -0.8412
N 0.2797 -0.2198 0.7984 -2.72 -1.03 -1.67 -0.4086
N 0.8124 -1.5172 1.0034 2.97 0.91 1.00 -0.6122
O -1.5555 -1.8480 -0.4786 0.88 -0.16 -0.05 -0.4540
O 0.4147 0.4775 -1.3943 -1.26 1.02 -4.15 -0.7596
H -3.1540 2.1917 0.3039 2.43 -0.20 0.07 0.2527
H -1.1359 1.8597 0.0977 -0.71 0.56 0.51 0.2209
H -3.4684 -0.0106 0.0221 -2.33 -1.15 -0.06 0.2496
H 1.1691 1.4755 0.2102 0.07 0.39 -0.17 0.1674
H 2.5014 -0.5337 -1.1052 0.51 -0.95 -2.18 0.4027
H 3.1640 0.6174 -0.1317 -1.64 -1.57 -0.01 0.4333
H 0.9534 -1.5567 2.0364 -0.31 -0.76 -1.06 0.4281
H 0.2502 -2.2695 0.6275 -0.29 -0.47 -0.17 0.4141
H 1.9589 -1.3784 0.4977 -2.23 0.28 1.01 0.4368
H 0.5054 1.1923 -2.1650 0.41 -1.94 3.04 0.5349

49
Properties=species:S:1:pos:R:3:forces:R:3:lowdin_spin:R:1 method="wB97M-V/def2-TZVPD" charge=+1 spin_multiplicity=2 e_lumo_ev="-4.2312 / -4.0391" largest_force_ev_per_a=0.7 s_squared=0.77 homo_energy_ev="-10.71 / -10.78"
V 0.2447 -0.2433 0.2461 -0.57 -0.33 0.27 1.0587
N -1.9157 -2.4830 2.6119 -0.05 0.09 0.06 -0.0020
C -1.6037 -1.1805 2.5259 0.02 -0.30 -0.46 0.0015
S -1.3158 -0.1914 3.8036 -0.02 0.10 0.09 -0.0079
N -1.5167 -0.8197 1.1451 -0.18 0.38 0.43 -0.0118
N -1.3126 0.4861 0.9271 -0.66 -0.04 -0.33 -0.0342
C -1.9102 1.5994 1.1355 0.01 -0.32 0.33 0.0033
C -1.2087 2.7930 0.7997 0.09 0.17 -0.05 -0.0043
C -1.8333 4.0491 0.8477 0.02 -0.04 0.01 0.0043
C -1.1198 5.1878 0.5654 0.00 0.02 0.00 -0.0044
C 0.2396 5.0874 0.2502 0.02 0.03 0.00 0.0028
C 0.8777 3.8662 0.2109 0.01 -0.06 0.00 -0.0030
C 0.1588 2.6977 0.4772 0.38 -0.18 0.10 0.0024
O 0.7988 1.5134 0.4362 0.22 0.24 -0.37 -0.0197
H -2.1004 -2.8735 3.5207 0.03 0.00 -0.01 -0.0001
H -2.2583 -2.9576 1.7909 0.05 -0.01 -0.01 0.0004
H -2.8946 1.6086 1.5917 0.01 -0.02 0.03 -0.0015
H -2.8824 4.1022 1.1109 0.00 0.01 0.00 0.0002
H -1.5996 6.1558 0.5948 0.00 0.00 0.00 -0.0003
H 0.8059 5.9847 0.0378 -0.01 0.00 0.00 0.0002
H 1.9307 3.7867 -0.0233 0.00 0.00 -0.01 -0.0001
Cl -0.6859 -2.3429 -6.2977 0.00 0.00 0.01 0.0014
C -0.4015 -2.2670 -4.5940 0.00 -0.02 -0.03 0.0058
C -0.1159 -3.4043 -3.8964 -0.01 -0.02 -0.01 -0.0025
C 0.1218 -3.3709 -2.5047 -0.07 -0.06 0.20 0.0072
I 0.5561 -5.1164 -1.4711 0.00 0.01 -0.01 0.0013
C 0.0552 -2.1878 -1.8101 0.03 -0.02 -0.17 -0.0042
O 0.2547 -2.0195 -0.5158 0.59 0.27 -0.28 -0.0045
C -0.2182 -1.0136 -2.5490 0.00 -0.01 0.06 -0.0006
N -0.1969 0.1233 -1.7968 -0.08 0.03 -0.11 -0.0092
C -0.4171 1.2797 -2.3999 -0.01 -0.02 -0.01 0.0077
C -0.6802 1.3701 -3.7712 0.00 0.02 0.02 -0.0014
C -0.6995 0.2335 -4.5364 0.00 -0.03 -0.03 0.0086
C -0.4539 -1.0138 -3.9320 0.00 0.03 0.02 -0.0010
H -0.0689 -4.3495 -4.4192 0.00 0.00 0.00 -0.0003
H -0.3890 2.1734 -1.7939 0.00 0.01 0.02 0.0003
H -0.8579 2.3420 -4.2077 0.00 0.00 0.00 -0.0003
H -0.8925 0.2818 -5.5996 0.00 0.00 0.00 0.0005
C 2.9638 -2.1583 3.7483 0.00 0.02 -0.01 0.0032
C 3.1215 -0.8384 3.3544 -0.01 -0.04 0.01 -0.0010
C 2.3387 -0.3552 2.3283 -0.07 0.09 0.07 0.0022
N 1.4358 -1.1218 1.6912 0.21 0.09 0.21 -0.0010
C 1.3024 -2.4049 2.0579 0.05 -0.08 -0.07 0.0040
C 2.0420 -2.9522 3.0843 0.02 0.00 0.02 -0.0004
H 3.5571 -2.5636 4.5569 0.00 0.00 0.00 0.0002
H 3.8336 -0.1850 3.8366 0.00 0.00 0.00 -0.0002
H 2.4078 0.6737 2.0030 0.00 -0.01 0.00 -0.0001
H 0.6050 -2.9919 1.4806 -0.04 0.00 0.02 0.0000
H 1.8974 -3.9898 3.3478 0.00 0.00 0.00 0.0000

48
Properties=species:S:1:pos:R:3:forces:R:3:nbo_charge:R:1 method="wB97M-V/def2-TZVPD" charge=-1 e_lumo_ev=2.2145 largest_force_ev_per_a=0.5 homo_energy_ev=-3.20
Pt -0.2508 1.8997 2.4579 -0.11 0.04 -0.13 0.2077
N -1.7644 -1.3331 1.6242 -0.15 0.03 0.19 -0.6282
N -2.6998 -1.3555 2.6403 -0.10 -0.09 -0.10 -0.4438
C -2.6792 -0.4384 3.6422 0.23 0.02 0.02 0.2293
N -3.5790 -0.7599 4.6411 0.01 -0.10 0.06 -0.8201
S -1.7289 0.8985 3.8814 -0.44 -0.11 0.27 0.0008
H -2.1815 -1.4829 0.7191 -0.02 -0.07 -0.02 0.3747
H -0.9585 -1.9174 1.7990 0.00 0.03 -0.01 0.3716
H -3.1174 -2.2443 2.8825 0.00 0.01 0.01 0.3548
H -4.4390 -1.1926 4.3413 -0.04 0.05 -0.02 0.3727
H -3.7014 -0.0229 5.3167 0.00 0.02 -0.01 0.4068
S 1.1943 3.0922 1.2080 0.27 0.22 -0.09 -0.1805
C 1.6252 4.4599 2.2352 0.02 -0.01 -0.07 -0.1863
C 2.5555 5.3782 1.7381 -0.01 0.01 0.00 -0.2320
C 2.9444 6.4834 2.4727 0.00 0.00 0.01 -0.2553
C 2.3972 6.6883 3.7374 0.00 0.00 -0.01 -0.2546
C 1.4791 5.7840 4.2387 0.00 0.00 0.01 -0.2177
C 1.0756 4.6562 3.5102 -0.01 0.04 0.02 -0.1913
S -0.0934 3.5558 4.2088 0.10 -0.03 0.01 -0.3632
H 2.9730 5.2050 0.7522 -0.01 0.00 0.00 0.2023
H 3.6683 7.1795 2.0651 0.00 0.00 0.00 0.1914
H 2.6858 7.5501 4.3284 0.00 0.00 0.00 0.1909
H 1.0491 5.9354 5.2223 0.00 0.00 0.00 0.2009
C 1.7023 -4.0876 -2.9207 0.00 0.01 0.00 -0.6040
C 0.5552 -3.3198 -3.5790 0.00 -0.01 0.00 -0.0755
C -0.5854 -4.3111 -3.8489 0.00 0.00 0.00 -0.5938
C 1.0635 -2.7603 -4.9150 0.00 0.00 0.00 -0.5948
C 0.0466 -2.1730 -2.7013 0.00 0.00 0.00 -0.0481
C -1.0040 -1.3778 -3.1607 0.00 0.01 0.00 -0.1883
C -1.5144 -0.3070 -2.4243 -0.01 -0.02 0.00 -0.2750
C -0.9432 -0.0505 -1.1974 0.00 -0.03 -0.02 0.2161
O -1.2401 0.9095 -0.2923 0.02 0.08 0.06 -0.6890
B -0.3639 0.7262 0.8303 0.00 -0.19 -0.05 0.7611
O 0.4874 -0.3849 0.4937 0.23 0.08 -0.17 -0.7126
C 0.1020 -0.8347 -0.7245 0.03 0.07 0.03 0.2971
C 0.6124 -1.8897 -1.4511 -0.01 -0.03 -0.01 -0.2961
H 2.0280 -4.8935 -3.5822 0.00 0.00 0.00 0.2022
H 1.3949 -4.5346 -1.9734 0.00 0.00 0.00 0.2079
H 2.5613 -3.4417 -2.7316 0.00 0.00 0.00 0.2129
H -0.2305 -5.1425 -4.4643 0.00 0.00 0.00 0.1960
H -1.4140 -3.8327 -4.3722 0.00 0.00 0.00 0.2061
H -0.9706 -4.7165 -2.9112 0.00 0.00 0.00 0.2080
H 1.4486 -3.5672 -5.5449 -0.01 0.00 0.00 0.1952
H 1.8658 -2.0397 -4.7477 0.00 0.00 0.00 0.2143
H 0.2684 -2.2531 -5.4624 0.00 0.00 0.00 0.2062
H -1.4427 -1.5857 -4.1294 0.00 0.00 0.00 0.1891
H -2.3193 0.3082 -2.8052 0.00 -0.01 0.01 0.2172
H 1.4372 -2.4595 -1.0471 0.00 0.00 0.00 0.2170

8
Properties=species:S:1:pos:R:3:forces:R:3:nbo_charge:R:1 method="wB97M-V/def2-TZVPD" charge=0 e_lumo_ev="-1.7906 / -1.1661" largest_force_ev_per_a=5.1 homo_energy_ev="-9.08 / -9.06"
C 0.4702 -0.4783 0.1748 0.56 0.75 -0.64 -0.1715
C 1.4145 0.3862 0.3245 0.51 -0.63 -0.22 -0.3462
C -2.1408 0.1449 -0.2101 2.58 4.35 -0.87 0.4308
O -2.2434 1.2896 -0.5424 -0.04 -2.56 0.70 -0.4605
Cl -3.2334 -1.0336 0.0162 -1.63 -1.77 0.33 0.1065
I 3.6212 -0.2784 0.0006 -0.91 0.00 0.07 -0.0197
H 0.4796 -1.4504 -0.2937 -0.31 -0.11 0.40 0.2128
H 1.6320 1.4202 0.5300 -0.76 -0.03 0.23 0.2478

Repeat the fifth record exactly.
48
Properties=species:S:1:pos:R:3:forces:R:3:nbo_charge:R:1 method="wB97M-V/def2-TZVPD" charge=-1 e_lumo_ev=2.2145 largest_force_ev_per_a=0.5 homo_energy_ev=-3.20
Pt -0.2508 1.8997 2.4579 -0.11 0.04 -0.13 0.2077
N -1.7644 -1.3331 1.6242 -0.15 0.03 0.19 -0.6282
N -2.6998 -1.3555 2.6403 -0.10 -0.09 -0.10 -0.4438
C -2.6792 -0.4384 3.6422 0.23 0.02 0.02 0.2293
N -3.5790 -0.7599 4.6411 0.01 -0.10 0.06 -0.8201
S -1.7289 0.8985 3.8814 -0.44 -0.11 0.27 0.0008
H -2.1815 -1.4829 0.7191 -0.02 -0.07 -0.02 0.3747
H -0.9585 -1.9174 1.7990 0.00 0.03 -0.01 0.3716
H -3.1174 -2.2443 2.8825 0.00 0.01 0.01 0.3548
H -4.4390 -1.1926 4.3413 -0.04 0.05 -0.02 0.3727
H -3.7014 -0.0229 5.3167 0.00 0.02 -0.01 0.4068
S 1.1943 3.0922 1.2080 0.27 0.22 -0.09 -0.1805
C 1.6252 4.4599 2.2352 0.02 -0.01 -0.07 -0.1863
C 2.5555 5.3782 1.7381 -0.01 0.01 0.00 -0.2320
C 2.9444 6.4834 2.4727 0.00 0.00 0.01 -0.2553
C 2.3972 6.6883 3.7374 0.00 0.00 -0.01 -0.2546
C 1.4791 5.7840 4.2387 0.00 0.00 0.01 -0.2177
C 1.0756 4.6562 3.5102 -0.01 0.04 0.02 -0.1913
S -0.0934 3.5558 4.2088 0.10 -0.03 0.01 -0.3632
H 2.9730 5.2050 0.7522 -0.01 0.00 0.00 0.2023
H 3.6683 7.1795 2.0651 0.00 0.00 0.00 0.1914
H 2.6858 7.5501 4.3284 0.00 0.00 0.00 0.1909
H 1.0491 5.9354 5.2223 0.00 0.00 0.00 0.2009
C 1.7023 -4.0876 -2.9207 0.00 0.01 0.00 -0.6040
C 0.5552 -3.3198 -3.5790 0.00 -0.01 0.00 -0.0755
C -0.5854 -4.3111 -3.8489 0.00 0.00 0.00 -0.5938
C 1.0635 -2.7603 -4.9150 0.00 0.00 0.00 -0.5948
C 0.0466 -2.1730 -2.7013 0.00 0.00 0.00 -0.0481
C -1.0040 -1.3778 -3.1607 0.00 0.01 0.00 -0.1883
C -1.5144 -0.3070 -2.4243 -0.01 -0.02 0.00 -0.2750
C -0.9432 -0.0505 -1.1974 0.00 -0.03 -0.02 0.2161
O -1.2401 0.9095 -0.2923 0.02 0.08 0.06 -0.6890
B -0.3639 0.7262 0.8303 0.00 -0.19 -0.05 0.7611
O 0.4874 -0.3849 0.4937 0.23 0.08 -0.17 -0.7126
C 0.1020 -0.8347 -0.7245 0.03 0.07 0.03 0.2971
C 0.6124 -1.8897 -1.4511 -0.01 -0.03 -0.01 -0.2961
H 2.0280 -4.8935 -3.5822 0.00 0.00 0.00 0.2022
H 1.3949 -4.5346 -1.9734 0.00 0.00 0.00 0.2079
H 2.5613 -3.4417 -2.7316 0.00 0.00 0.00 0.2129
H -0.2305 -5.1425 -4.4643 0.00 0.00 0.00 0.1960
H -1.4140 -3.8327 -4.3722 0.00 0.00 0.00 0.2061
H -0.9706 -4.7165 -2.9112 0.00 0.00 0.00 0.2080
H 1.4486 -3.5672 -5.5449 -0.01 0.00 0.00 0.1952
H 1.8658 -2.0397 -4.7477 0.00 0.00 0.00 0.2143
H 0.2684 -2.2531 -5.4624 0.00 0.00 0.00 0.2062
H -1.4427 -1.5857 -4.1294 0.00 0.00 0.00 0.1891
H -2.3193 0.3082 -2.8052 0.00 -0.01 0.01 0.2172
H 1.4372 -2.4595 -1.0471 0.00 0.00 0.00 0.2170